The following is a quantum chemistry calculation of a single C4H8N2S molecule, from the Open Molecules 2025 dataset.

```
15
Properties=species:S:1:pos:R:3:nbo_charge:R:1
C 1.38762 0.21055 1.28405 -0.46
C 0.74219 0.38127 0.15815 -0.02
N -0.46724 -0.20609 -0.27780 -0.46
C -0.89065 -1.53902 0.19552 -0.42
C -1.27398 0.55907 -1.18245 0.32
N -1.01798 1.87002 -1.22761 -0.80
S -2.56566 -0.14859 -2.04796 -0.27
H 2.23257 0.94509 1.39058 0.22
H 0.97746 -0.39045 2.07611 0.21
H 1.19386 1.05891 -0.54954 0.19
H -1.90384 -1.58324 0.78447 0.22
H -1.04154 -2.31071 -0.61435 0.23
H -0.08277 -1.93217 0.81218 0.21
H -0.18386 2.23710 -0.64700 0.40
H -1.65527 2.54805 -1.63153 0.43
```

Computed properties:
Relative energy (zero: lowest compared OMol25 entry of this formula, charge and spin)   159.8 kJ/mol
LUMO   0.722 eV
Net charge   0
Highest occupied orbital energy   -8.24 eV
Kohn-Sham gap   8.96 eV


The following is a quantum chemistry calculation of a molecular structure, C30H28B2F2N6Tc, from the Open Molecules 2025 dataset.

```
69
Properties=species:S:1:pos:R:3:lowdin_spin:R:1
Tc -0.00060 -0.22000 0.42090 1.21
C -0.00100 3.88670 -3.18780 -0.01
C -0.00080 3.30180 -1.83250 -0.07
C -0.00120 3.94710 -0.60260 0.01
C -0.00090 2.94410 0.37440 -0.06
N -0.00030 1.75510 -0.26870 -0.14
N -0.00030 1.97470 -1.59170 -0.03
B 0.00000 0.76900 -2.56810 0.00
N 1.25370 -0.05750 -2.21800 -0.01
N 1.46720 -0.39550 -0.93660 0.00
C 2.73660 -0.85850 -0.81500 0.02
C 3.31350 -0.85840 -2.08400 0.00
C 2.34940 -0.35030 -2.95090 0.02
C 2.44660 -0.14740 -4.40850 0.00
C 3.33820 -1.13960 0.47210 0.00
C 4.53590 -1.85700 0.57000 0.00
C 5.14120 -2.04150 1.80050 0.00
C 4.56510 -1.52560 2.95170 0.01
C 3.37310 -0.81440 2.87010 0.00
C 2.77370 -0.62230 1.64270 0.01
N -1.25360 -0.05820 -2.21850 -0.01
N -1.46750 -0.39550 -0.93700 0.01
C -2.73710 -0.85830 -0.81580 0.02
C -3.31330 -0.85900 -2.08490 0.00
C -2.34910 -0.35150 -2.95150 0.03
C -2.44560 -0.14970 -4.40960 0.01
C -3.33930 -1.13820 0.47140 0.00
C -2.77440 -0.62100 1.64150 0.01
C -3.37480 -0.81170 2.86960 0.00
C -4.56700 -1.52160 2.95080 0.01
C -5.14400 -2.03740 1.80030 0.00
C -4.53750 -1.85420 0.56910 0.00
C -0.00110 3.09510 1.82330 -0.01
C -0.00030 1.99980 2.69210 0.01
C -0.00050 2.14200 4.06140 0.00
C -0.00140 3.41240 4.61910 -0.04
C -0.00210 4.51850 3.78330 0.00
C -0.00200 4.37080 2.40790 -0.03
H -0.00150 4.96980 -3.12100 0.00
H -0.88140 3.56860 -3.74330 -0.01
H 0.87960 3.56920 -3.74320 -0.01
H -0.00160 5.00470 -0.44890 0.00
H 0.00000 1.10900 -3.68650 0.00
H 4.30920 -1.15560 -2.34080 0.00
H 3.39070 -0.53570 -4.77860 0.00
H 2.38560 0.91010 -4.65650 0.00
H 1.63560 -0.65550 -4.92580 0.00
H 4.98300 -2.27560 -0.31730 0.00
H 6.07860 -2.57360 1.85880 0.00
H 5.04630 -1.66360 3.90790 0.00
H 2.94300 -0.38730 3.76190 0.00
H 1.88760 0.03030 1.56640 0.00
H -4.30900 -1.15660 -2.34200 0.00
H -3.38980 -0.53760 -4.77980 0.00
H -1.63480 -0.65910 -4.92600 0.00
H -2.38350 0.90760 -4.65850 0.00
H -1.88770 0.03060 1.56560 0.00
H -2.94400 -0.38460 3.76110 0.00
H -5.04880 -1.65860 3.90740 0.00
H -6.08160 -2.56850 1.85840 0.00
H -4.98520 -2.27280 -0.31750 0.00
H 0.00060 0.97500 2.29930 0.01
H 0.00010 1.26540 4.69160 0.00
H -0.00160 3.52140 5.69180 0.00
H -0.00280 5.50530 4.21950 0.00
H -0.00260 5.24980 1.78320 0.00
F -1.10470 -3.10090 0.64860 0.01
B -0.00070 -2.39070 0.58820 0.01
F 1.10330 -3.10060 0.65180 0.00
```

Computed properties:
LUMO (spin up / spin down)   -9.909 / -8.324 eV
Net charge   +2
Highest occupied orbital energy (spin up / spin down)   -14.09 / -14.13 eV
Kohn-Sham gap (spin up / spin down)   4.18 / 5.81 eV
Multiplicity   2


The following is a quantum chemistry calculation of a molecular structure, C24H43CaClLiMgN7O15, from the Open Molecules 2025 dataset.

```
93
Properties=species:S:1:pos:R:3:mulliken_charge:R:1
C 6.01752 -6.02990 1.85643 -1.18
C 5.24760 -4.81198 1.36629 0.14
O 4.66907 -5.09852 0.07141 -0.51
C 4.13050 -3.93316 -0.58116 -0.45
C 2.90275 -3.36056 0.11843 -0.48
O 1.99846 -3.07657 -0.92887 -0.26
C 0.72459 -2.61729 -0.60401 -1.30
C -0.42143 -3.55443 -0.74879 1.34
C -0.02404 -4.97433 -0.35546 -0.17
C -0.52217 -6.08116 -1.31765 -0.91
N -1.45816 -7.00039 -0.64921 -0.52
C -1.60975 -3.06083 0.03979 -1.06
C -2.81391 -3.98905 0.11709 -0.92
N -3.61539 -3.67082 1.32031 -0.55
H 7.08840 -5.84768 1.88534 0.17
H 5.82214 -6.90447 1.22418 0.24
H 5.69988 -6.31641 2.85665 0.30
H 4.44793 -4.55964 2.06229 0.21
H 5.89198 -3.93492 1.29805 0.34
H 3.82584 -4.24148 -1.58269 0.35
H 4.92571 -3.19098 -0.67016 0.45
H 3.15181 -2.45697 0.68212 0.43
H 2.48945 -4.10078 0.81237 0.38
H 0.71068 -2.19665 0.51213 0.04
H 0.56729 -1.76400 -1.28478 0.16
H -0.41971 -5.24243 0.63996 0.60
H 1.05707 -5.05422 -0.30180 -0.25
H -1.01270 -5.61392 -2.16960 0.33
H 0.33904 -6.63538 -1.71427 0.39
H -1.14844 -7.17003 0.30146 0.18
H -1.47983 -7.90384 -1.10570 0.26
H -1.24385 -2.77713 1.08776 0.25
H -2.02993 -2.14900 -0.42391 0.16
H -3.46239 -3.81762 -0.74013 0.33
H -2.48858 -5.02520 0.11585 0.50
H -3.19796 -4.09752 2.13958 0.21
H -4.53852 -4.07794 1.22203 0.27
C -4.77928 -0.61768 0.85118 -0.64
N -5.80164 0.35029 0.36536 0.92
O -6.91915 -0.02281 0.15415 -0.48
O -5.39813 1.50504 0.22941 -0.59
H -5.18689 -1.61219 0.96780 0.32
H -3.98804 -0.59843 0.10477 0.17
H -4.43283 -0.22733 1.80453 0.27
Li 5.12906 -6.46465 -1.03947 0.88
C -3.95579 11.71660 -1.78402 -0.86
N -3.74000 10.32649 -1.32595 -0.01
C -3.76306 9.33204 -2.23405 -0.36
C -3.54249 8.03102 -1.86187 -0.73
C -3.28142 7.72921 -0.52227 0.61
C -3.27426 8.77521 0.40010 -0.73
C -3.50876 10.05975 -0.02898 -0.08
C -3.00518 6.33538 -0.12296 0.82
C -1.84366 5.99476 0.57753 -0.75
C -1.59630 4.68160 0.88806 -0.14
N -2.46822 3.71734 0.53420 0.11
C -3.61126 4.02184 -0.12078 -0.38
C -3.89620 5.31731 -0.46096 -0.76
C -2.19350 2.28928 0.75891 -1.26
H -4.91417 11.77791 -2.29305 0.38
H -3.15182 11.99407 -2.46135 0.38
H -3.95475 12.37603 -0.92277 0.27
H -3.95380 9.61851 -3.25901 0.50
H -3.55390 7.26028 -2.62149 0.67
H -3.09869 8.59881 1.45201 0.51
H -3.51755 10.90215 0.64707 0.39
H -1.10645 6.73983 0.84187 0.53
H -0.69089 4.36500 1.38472 0.41
H -4.25789 3.19277 -0.37505 0.59
H -4.81032 5.52074 -1.00140 0.52
H -2.20281 1.85356 -0.24008 0.62
H -2.93295 1.82645 1.40668 0.31
H -1.19661 2.20829 1.18913 0.45
N 8.73779 -5.92386 4.05786 0.99
O 8.98989 -6.74377 3.21102 -0.49
O 8.31279 -6.23761 5.21160 -0.57
O 9.01907 -4.66947 3.88625 -0.42
C 7.42041 -1.70001 3.27014 -0.62
O 6.55150 -2.70913 3.23133 -0.52
H 8.46935 -2.02339 3.02938 0.19
H 7.24500 -0.85358 2.57685 0.27
H 7.56481 -1.24477 4.27965 0.26
O 2.10166 0.70524 -2.61488 -0.69
Cl 0.77772 0.80678 -3.15364 1.67
O 0.35950 2.14190 -3.30192 -0.52
O -0.15466 0.25611 -2.05310 -1.11
O 0.59370 -0.02079 -4.27184 -0.54
Mg 10.31906 -5.13376 5.54577 0.95
N -1.86126 2.87282 -5.27841 0.94
O -2.24563 1.83757 -4.69405 -0.63
O -2.52353 3.92750 -5.14681 -0.70
O -0.82944 2.86199 -5.95660 -0.60
Ca -0.66907 -0.68699 -0.26186 1.81
```

Computed properties:
Relative energy (zero: lowest compared OMol25 entry of this formula, charge and spin)   0.0 kJ/mol
LUMO   -7.299 eV
Net charge   +2
Highest occupied orbital energy   -8.76 eV
Kohn-Sham gap   1.46 eV


The following is a quantum chemistry calculation of 6 unconnected molecules or ions with the total composition C25H35ClF2N6O2S, from the Open Molecules 2025 dataset.

```
72
Properties=species:S:1:pos:R:3:mulliken_charge:R:1
O -3.58416 -5.09608 2.51767 -0.58
S -2.82014 -4.46427 1.50433 1.13
O -1.41700 -4.28353 1.58299 -0.59
F -3.06991 -5.35607 0.22282 -0.25
N -3.51950 -3.06042 1.10524 0.32
C -4.87251 -3.15096 0.53975 -0.83
C -5.72036 -1.99253 1.00730 -0.17
F -5.88100 -2.05039 2.37768 -0.27
C -2.65304 -1.97669 0.59741 -1.17
C -2.36288 -0.97281 1.72595 -0.10
C -2.54452 0.48918 1.31614 0.02
Cl -1.19005 1.53450 1.84428 -0.21
H -4.83013 -3.14554 -0.55477 0.36
H -5.32255 -4.08579 0.87256 0.45
H -5.25792 -1.03123 0.77123 0.12
H -6.70737 -2.03339 0.54370 0.36
H -1.73292 -2.39129 0.19112 0.49
H -3.18508 -1.50088 -0.22974 0.42
H -3.05926 -1.21298 2.53026 -0.13
H -1.36131 -1.12901 2.12460 0.51
H -3.43450 0.91993 1.76911 0.38
H -2.62834 0.59607 0.23583 -0.28
C -3.73853 -0.40934 6.86968 -0.54
C -2.84485 -1.37213 7.41312 -0.52
C -2.78385 -2.41716 6.52941 -0.39
N -3.60276 -2.12092 5.47612 0.07
C -4.18959 -0.90193 5.67350 -0.39
H -4.02089 0.53260 7.30950 0.41
H -2.31078 -1.30556 8.34620 0.39
H -2.22900 -3.33906 6.56040 0.40
H -3.76369 -2.71207 4.67907 0.19
H -4.88068 -0.49604 4.95411 0.39
C -4.24033 4.02620 -2.80189 -0.45
C -4.49425 2.65860 -3.09439 -0.48
C -3.65920 1.91294 -2.30531 -0.39
N -2.91446 2.77626 -1.54845 0.12
C -3.26052 4.06478 -1.84561 -0.45
H -4.72217 4.88214 -3.24368 0.39
H -5.20393 2.26954 -3.80525 0.40
H -3.52820 0.84640 -2.22853 0.33
H -2.21567 2.50369 -0.88083 0.16
H -2.78631 4.89545 -1.35194 0.39
C 2.87315 0.58424 -0.96117 -0.22
C 2.12522 0.63466 0.24732 -0.38
C 2.77521 -0.15326 1.16034 -0.58
N 3.88239 -0.67601 0.54901 0.01
C 3.94721 -0.23482 -0.74452 -0.85
H 2.65143 1.08582 -1.88921 0.52
H 1.21426 1.17912 0.42901 0.35
H 2.54357 -0.38282 2.18644 0.41
H 4.54274 -1.29495 0.98217 0.21
H 4.74673 -0.53776 -1.39902 0.54
C 4.52351 0.59456 -5.67231 -0.28
C 3.20280 0.07048 -5.73021 -0.38
C 2.36697 1.01102 -5.18993 -0.60
N 3.13036 2.07952 -4.80846 0.04
C 4.44465 1.83552 -5.09777 -0.66
H 5.42528 0.11514 -6.01539 0.41
H 2.90313 -0.88717 -6.12156 0.41
H 1.30070 1.00849 -5.04162 0.42
H 2.78194 2.91438 -4.37429 0.20
H 5.20658 2.56242 -4.87335 0.44
C 8.53641 1.74811 -0.15087 -0.89
C 7.38283 1.12356 -0.69876 0.30
C 7.37454 1.38534 -2.04298 -0.60
N 8.47891 2.14170 -2.32702 0.01
C 9.19149 2.36828 -1.18107 -0.42
H 8.84751 1.74374 0.88039 0.37
H 6.63906 0.55312 -0.16912 0.37
H 6.67871 1.09932 -2.81450 0.30
H 8.72810 2.48043 -3.23766 0.18
H 10.09871 2.94758 -1.19464 0.38
```

Computed properties:
LUMO   0.248 eV
Net charge   0
Highest occupied orbital energy   -8.18 eV
Kohn-Sham gap   8.43 eV


The following is a quantum chemistry calculation of 9 unconnected molecules or ions with the total composition C24H40N8O8S, from the Open Molecules 2025 dataset.

```
81
Properties=species:S:1:pos:R:3:mulliken_charge:R:1
C -3.43084 1.61522 1.81646 -0.94
C -2.05190 2.43125 1.45769 0.77
O -2.18054 3.85212 1.89003 -0.55
C -0.75574 1.76164 2.25956 -0.56
O 0.08348 0.94680 1.34945 0.00
O 1.10074 1.67984 0.99340 -0.20
C 2.35441 1.24708 1.63115 0.54
O 3.37453 0.92375 0.79091 -0.50
O 2.63068 1.18238 3.07466 -0.32
C 2.16881 -0.07599 3.67970 -0.13
C 2.92481 -1.42722 3.14200 -0.24
C 1.95743 -2.78817 3.17128 -0.68
C 0.75503 -2.64847 2.06245 -0.05
S 1.24309 -3.09036 0.30669 1.06
O 0.28214 -2.47200 -0.78038 -0.55
O 1.04235 -4.65017 0.18105 -0.64
O 2.84766 -2.69432 -0.11682 -0.49
H -4.40813 2.26684 1.68935 0.29
H -3.56345 0.66713 1.13722 0.13
H -3.42630 1.23773 2.92858 0.32
H -1.89463 2.33696 0.29434 -0.02
H -2.77806 4.29040 1.19994 0.34
H -0.16346 2.69121 2.70789 0.27
H -1.14737 1.04402 3.11824 0.19
H 0.98603 -0.22500 3.63404 -0.02
H 2.41202 -0.00134 4.84593 0.33
H 3.36831 -1.35576 2.06171 0.21
H 3.84146 -1.69650 3.85447 0.35
H 1.42663 -2.77418 4.23893 0.34
H 2.55770 -3.78223 3.02029 0.25
H -0.12684 -3.36403 2.40064 0.41
H 0.32244 -1.56054 2.04120 -0.12
H 2.77882 -2.09706 -0.94232 0.34
C 6.07772 -4.98886 2.28188 -0.73
C 5.49093 -4.06870 3.33992 0.49
N 5.00414 -3.30540 4.21771 -0.62
H 5.89494 -4.57601 1.28594 0.22
H 7.15588 -5.09068 2.43274 0.33
H 5.61396 -5.97684 2.34837 0.23
C 3.45068 -6.81496 -1.66896 -0.56
C 4.10386 -7.37084 -0.41404 0.41
N 4.64569 -7.83204 0.62701 -0.52
H 3.70158 -5.75668 -1.78230 0.16
H 3.80562 -7.36107 -2.54722 0.31
H 2.36426 -6.91796 -1.60062 0.22
C -2.75318 -1.14686 -2.20188 -0.41
C -3.18431 0.31007 -2.15737 0.32
N -3.54190 1.51872 -2.12042 -0.51
H -3.61292 -1.78324 -2.42906 0.25
H -1.99234 -1.28710 -2.97455 0.33
H -2.33724 -1.44223 -1.23475 0.03
C -0.48564 2.32973 -4.09745 -0.10
C -0.03503 1.42383 -5.23181 0.28
N 0.33886 0.67231 -6.17283 -0.53
H -1.37586 2.88901 -4.39822 0.25
H -0.72300 1.73090 -3.21392 -0.01
H 0.31032 3.03590 -3.84571 0.05
C -4.64505 7.37028 2.52118 -0.75
C -4.19443 6.46439 1.38682 0.47
N -3.82055 5.71287 0.44580 -0.66
H -5.53527 7.92956 2.22041 0.29
H -4.88241 6.77146 3.40471 0.27
H -3.84909 8.07646 2.77292 0.28
C -3.68367 6.49902 -2.99480 -0.42
C -2.69682 6.02073 -4.04733 0.36
N -1.87809 5.62398 -4.92046 -0.48
H -4.70655 6.38844 -3.36526 0.27
H -3.56998 5.90866 -2.08150 0.03
H -3.50069 7.55189 -2.76335 0.27
C -4.42039 -4.65233 -0.75289 -0.79
C -3.98723 -3.55814 0.20919 0.45
N -3.62795 -2.65044 1.00736 -0.49
H -3.97956 -4.47823 -1.73833 0.26
H -4.09045 -5.62670 -0.38234 0.30
H -5.50985 -4.65703 -0.84599 0.31
C 3.50541 1.76544 -3.95860 -0.53
C 3.07429 3.22236 -3.91409 0.35
N 2.71670 4.43101 -3.87713 -0.47
H 2.64567 1.12905 -4.18578 0.16
H 4.26625 1.62520 -4.73127 0.28
H 3.92135 1.47006 -2.99147 0.21
```

Computed properties:
LUMO   -0.134 eV
Net charge   0
Highest occupied orbital energy   -9.98 eV
Kohn-Sham gap   9.85 eV


Calculated electronic energy, -664.8719; -1818.3625; -3796.0983; -2510.6879; -2376.0113 a.u. (same order as the records).